Record 1
Formula: C4H12SSi
Source: the Open Molecules 2025 dataset
Level of theory: ωB97M-V/def2-TZVPD

Last column: Löwdin charge in e.
Atoms and positions in Å:
C 2.8781 0.5900 0.2005  -0.337
Si 2.9106 -0.5688 -1.0908  0.662
H 2.2881 0.5539 1.1289  -0.039
H 3.3165 1.6276 0.1181  -0.018
H 3.5520 -0.0675 -2.3039  -0.106
H 2.2090 -1.8048 -0.9979  -0.118
C -0.7604 0.7858 -1.0322  -0.131
C -1.6606 0.2783 -0.0164  -0.354
C -1.6742 -1.2598 0.1364  -0.564
S -0.4636 -1.8830 1.2988  0.683
H 0.2261 0.5003 -0.8550  -0.004
H -1.0592 0.3177 -2.0131  0.109
H -0.9016 1.8117 -0.9846  0.063
H -2.6089 0.7792 -0.1665  0.110
H -1.3783 0.6803 0.9192  0.068
H -2.6200 -1.5638 0.4546  0.039
H -1.4088 -1.6353 -0.8209  0.052
H -0.6136 -0.8311 2.1703  -0.115

Atoms 1-3, force components in eV/Å:
-0.2 0.9 -0.3
0.4 2.3 1.5
0.4 -0.5 -0.4

Calculated values
energy above the lowest of the compared OMol25 structures with the same formula, charge and spin = 4.020 eV
LUMO energy = 0.41 eV
structure (SMILES) = C=[SiH2].CCCS
calculated total energy = -23052.4510 eV
orbital gap = 8.79 eV
spin multiplicity = 1

***

Record 2
Formula: C28H63Br2Cl4LiMgN3O6Si2
Source: the Open Molecules 2025 dataset
Level of theory: ωB97M-V/def2-TZVPD

Last column: Löwdin charge in e.
Atoms and positions in Å:
C 6.9194 -0.2012 0.4424  -0.161
C 6.1858 -0.7864 1.7887  -0.243
C 5.1061 0.2843 2.4758  -0.183
C 3.5496 -0.3129 2.3713  -0.342
N 2.5326 0.7401 2.7506  -0.106
Si 1.8804 1.5930 1.2616  0.454
C 1.0113 0.2086 0.2220  -0.243
C 0.0695 -0.8110 1.0991  -0.241
C 0.0603 -2.3748 0.5091  -0.173
C -1.2244 -2.6564 -0.4951  -0.445
N -0.9277 -1.9623 -1.8063  -0.151
C 0.3925 -1.6971 -2.5265  -0.077
C 0.0611 -0.8484 -3.8896  -0.086
C -1.5724 -0.7022 -3.8809  -0.088
C -2.1775 -1.4291 -2.5211  -0.172
O 3.2866 2.3038 0.4758  -0.226
C 3.1196 2.4171 -0.9795  -0.198
C 3.5711 1.0986 -1.8418  -0.151
O 4.0117 1.6153 -3.1802  -0.234
C 5.4499 1.9263 -3.1697  -0.249
C 5.6838 3.5240 -3.5832  -0.106
O 0.7551 2.8133 1.9038  -0.354
Si -0.3401 3.3958 0.6611  0.557
C -2.2012 2.9721 0.9514  -0.901
Br -2.6907 1.6317 -0.5042  0.640
C -3.0522 4.3536 0.5536  -0.293
C -3.4111 5.1944 1.9250  -0.116
H 6.2739 -0.2988 -0.5362  0.041
H 7.8770 -0.8901 0.2595  0.074
H 7.3093 0.9119 0.5487  0.081
H 7.0559 -0.9882 2.5803  0.104
H 5.6359 -1.8055 1.5825  0.105
H 5.4412 0.3505 3.6191  0.100
H 5.2011 1.3700 2.0491  0.097
H 3.4838 -1.1546 3.2111  -0.145
H 3.3427 -0.8530 1.3542  0.100
H 1.7484 0.3660 3.3283  0.059
H 0.4083 0.6139 -0.7085  0.076
H 1.8814 -0.4663 -0.2394  0.069
H 0.3583 -0.9052 2.2299  0.090
H -1.0303 -0.3749 1.0555  -0.015
H -0.0851 -3.1229 1.4279  0.106
H 1.0968 -2.6800 0.0274  0.093
H -2.1436 -2.0835 0.0050  -0.202
H -1.5237 -3.7836 -0.5882  0.042
H 1.4328 -2.0473 -2.0693  0.100
H 0.8871 -0.4718 -4.6285  0.072
H -2.1444 -0.1362 -4.7331  0.064
H -3.3106 -1.5147 -2.1964  -0.038
H 2.0490 2.7196 -1.3400  0.104
H 3.8408 3.3025 -1.3275  0.129
H 4.3746 0.4182 -1.3309  0.115
H 2.6412 0.3944 -2.0921  0.113
H 5.9585 1.6839 -2.1416  0.113
H 5.9473 1.2086 -3.9810  0.129
H 4.9707 4.2414 -2.9709  0.071
H 6.8026 3.8007 -3.2798  0.083
H 5.4734 3.7163 -4.7244  0.078
H -0.2521 4.8784 0.7003  0.008
H -0.0165 2.9818 -0.6969  -0.019
H -2.4354 2.5819 2.0294  -0.163
H -3.9836 4.1236 -0.1243  0.106
H -2.3096 5.0336 -0.0877  0.091
H -3.3772 4.4067 2.8101  0.076
H -4.4605 5.7054 1.7913  -0.023
H -2.5394 5.9666 2.1356  0.096
Cl -3.4605 -2.3944 -0.5388  0.172
N -4.3605 -5.9675 0.1328  0.205
H -4.1794 -4.9635 0.0178  0.031
H -4.4110 -6.4142 -0.7903  0.022
H -3.6006 -6.3922 0.6774  0.091
H -5.2510 -6.1004 0.6265  0.127
Li -2.4510 -6.5205 -1.4201  0.424
C -4.0178 -11.5068 0.0155  -0.180
C -3.3491 -11.9562 1.2889  -0.180
C -2.2254 -10.9525 1.4280  -0.202
O -2.6827 -9.7306 0.8322  -0.186
C -3.8881 -10.0019 0.1038  -0.240
H -5.0543 -11.8405 -0.0782  0.118
H -3.4572 -11.8801 -0.8498  0.121
H -4.0462 -11.8554 2.1292  0.118
H -2.9964 -12.9902 1.2593  0.119
H -1.3330 -11.2768 0.8823  0.121
H -1.9504 -10.7730 2.4713  0.121
H -4.7220 -9.5642 0.6633  0.106
H -3.8398 -9.5262 -0.8796  0.084
Br -2.7510 1.0913 1.8291  0.279
Mg -2.7510 -0.6432 3.6877  0.694
C 8.0416 1.7640 4.3727  -0.356
O 7.7856 0.4845 4.6004  -0.156
H 8.9567 2.0032 3.8046  0.062
H 7.2909 2.3358 3.8009  0.082
H 8.1703 2.4180 5.2519  0.060
C -2.0453 6.1053 -3.2324  -0.144
C -3.5090 6.0185 -2.7648  -0.598
O -3.6585 6.9090 -1.7977  -0.298
H -1.3418 5.8706 -2.4236  0.043
H -1.8698 5.3826 -4.0377  0.046
H -1.7988 7.0995 -3.6259  0.056
H -3.6735 4.9555 -2.5287  0.059
H -4.1110 6.1322 -3.6799  0.075
Cl -8.5807 9.2207 0.2909  0.501
C -6.8352 9.1593 -0.0576  -0.662
C -6.3073 7.7338 -0.0959  -0.633
Cl -6.3123 6.9719 1.5144  0.571
H -6.3170 9.7613 0.6950  0.067
H -6.6905 9.6351 -1.0323  0.075
H -5.2700 7.7308 -0.4438  0.042
H -6.8947 7.1040 -0.7712  0.076
Cl 3.8193 -2.1261 4.7112  -0.229

Atoms 1-3, force components in eV/Å:
0.7 -0.9 -0.2
0.3 0.8 0.5
0.1 -1.0 0.4

Calculated values
LUMO energy = -2.63 eV
total charge = -1
calculated total energy = -258364.3486 eV
orbital gap = 1.14 eV
spin multiplicity = 1

***

Record 3
Formula: C6H11P
Source: the Open Molecules 2025 dataset
Level of theory: ωB97M-V/def2-TZVPD

Last column: Löwdin charge in e.
Atoms and positions in Å:
C 0.5270 2.6463 0.2901  0.025
C 0.3497 1.4479 -0.3403  -0.283
C 1.6801 -1.1262 -0.4140  -0.441
C -1.8785 -1.5232 0.2976  -0.113
C -1.4144 -0.0738 -0.0378  -0.266
C -0.0015 0.2472 0.3515  -0.206
P 3.2008 -0.6997 0.0203  0.695
H 0.7390 3.5632 -0.1065  0.012
H 0.3990 2.5802 1.4107  0.078
H 0.3935 1.4801 -1.5210  0.146
H 1.3144 -1.9093 -1.0699  -0.029
H -2.2219 -1.7776 1.3148  0.067
H -2.7741 -1.8994 -0.4017  0.115
H -0.9865 -2.0429 0.1436  0.011
H -1.5747 0.0125 -1.1727  0.137
H -2.1743 0.5397 0.3640  0.094
H 0.3604 0.1977 1.4254  0.129
H 4.0619 -1.6629 -0.5541  -0.171

Atoms 1-3, force components in eV/Å:
-0.9 -4.5 2.2
1.4 4.1 -2.3
-2.3 1.1 0.4

Calculated values
energy above the lowest of the compared OMol25 structures with the same formula, charge and spin = 4.381 eV
LUMO energy (spin up / spin down) = 0.32 / 0.32 eV
calculated total energy = -15683.4625 eV
orbital gap (spin up / spin down) = 8.98 / 8.98 eV
spin multiplicity = 1

***

Record 4
Formula: C3H9NO
Source: the Open Molecules 2025 dataset
Level of theory: ωB97M-V/def2-TZVPD

Last column: Löwdin charge in e.
Atoms and positions in Å:
C 1.6501 0.6028 1.7297  -0.130
C 0.3699 0.2062 1.0258  -0.195
C -0.1465 0.6869 -0.1335  -0.179
N -1.3682 0.1059 -0.6602  -0.020
H 2.5003 0.5652 0.9356  0.096
H 1.8742 -0.1776 2.4459  0.048
H 1.5829 1.6633 2.2024  0.099
H -0.3798 -0.2697 1.6489  0.089
H 0.3498 1.4179 -0.7664  0.107
H -2.0948 0.8006 -0.8302  0.088
H -1.7681 -0.6071 -0.0371  0.096
O -1.0766 -2.0202 -2.4375  -0.155
H -0.2518 -1.8854 -3.0228  0.065
H -1.2414 -1.0890 -2.1006  -0.010

Atoms 1-3, force components in eV/Å:
0.8 1.1 -1.8
-1.0 1.8 -0.6
-0.1 -1.6 1.2

Calculated values
energy above the lowest of the compared OMol25 structures with the same formula, charge and spin = 1.563 eV
LUMO energy = 1.02 eV
structure (SMILES) = C/C=C/N.O
calculated total energy = -6793.4924 eV
orbital gap = 9.72 eV
spin multiplicity = 1

***

Record 5
Formula: C5H7NOS2
Source: the Open Molecules 2025 dataset
Level of theory: ωB97M-V/def2-TZVPD

Last column: Löwdin charge in e.
Atoms and positions in Å:
C 2.3092 0.4852 -0.6726  -0.201
C 2.2286 1.8996 -0.6687  -0.203
C 1.4366 -0.0820 -1.5407  -0.464
C 1.2987 2.3683 -1.5363  -0.435
C -2.9469 -1.4217 2.1502  -0.024
N -2.1767 -0.9379 1.2023  -0.360
O -1.0022 -3.1521 0.7226  -0.613
S 0.4967 1.0977 -2.3709  0.952
S -1.0318 -1.7518 0.2850  0.808
H 2.9867 -0.0732 -0.0539  0.101
H 2.8424 2.5264 -0.0480  0.098
H 1.2786 -1.1207 -1.7498  0.050
H 1.0225 3.3855 -1.7298  0.056
H -2.8473 -2.4656 2.3810  0.059
H -3.6490 -0.8011 2.6699  0.066
H -2.2460 0.0434 0.9597  0.108

Atoms 1-3, force components in eV/Å:
0.0 -0.1 0.0
0.0 0.1 0.0
-0.2 0.2 -0.3

Calculated values
energy above the lowest of the compared OMol25 structures with the same formula, charge and spin = 1.893 eV
LUMO energy (spin up / spin down) = 0.31 / 0.14 eV
calculated total energy = -30504.0392 eV
orbital gap (spin up / spin down) = 7.65 / 7.37 eV
spin multiplicity = 1

***

Record 6
Formula: C3H9O2PS
Source: the Open Molecules 2025 dataset
Level of theory: ωB97M-V/def2-TZVPD

Last column: Löwdin charge in e.
Atoms and positions in Å:
C -0.5534 0.7739 1.3926  -0.160
P -1.1361 -0.1496 -0.1057  0.476
C -1.0117 0.9980 -1.5741  -0.118
O -0.4950 -1.4742 -0.2132  -0.344
O -2.7176 -0.1838 0.1242  -0.171
H -0.3996 0.1312 2.3226  0.079
H 0.4964 0.8970 1.1190  -0.003
H -1.2795 1.5157 1.6274  0.031
H -0.3794 1.7572 -1.3389  -0.002
H -0.6310 0.5046 -2.4591  0.054
H -1.9122 1.5218 -1.8462  0.047
H -2.8227 -0.7445 0.8825  0.060
C 3.2067 -1.5251 0.0369  -0.505
S 3.0806 0.0642 -0.1695  0.627
H 3.6478 -2.1027 -0.6723  -0.034
H 2.9065 -1.9836 0.8740  -0.039

Atoms 1-3, force components in eV/Å:
0.8 -2.8 -0.1
0.5 0.7 0.2
-1.4 -2.2 0.3

Calculated values
energy above the lowest of the compared OMol25 structures with the same formula, charge and spin = 0.889 eV
LUMO energy = -0.33 eV
structure (SMILES) = CP(C)(=O)O.C=S
calculated total energy = -27476.0408 eV
orbital gap = 8.57 eV
spin multiplicity = 1

***

Record 7
Formula: H3N3O2S
Source: the Open Molecules 2025 dataset
Level of theory: ωB97M-V/def2-TZVPD

Last column: Löwdin charge in e.
Atoms and positions in Å:
N -0.6927 -2.4264 0.4918  0.022
N -0.7627 -1.3456 0.0282  0.007
N 1.2423 1.3396 0.1092  -0.098
O 2.2449 -0.9526 0.9699  -0.334
O 1.8392 -0.5275 -1.4308  -0.383
S 1.4390 -0.3959 -0.0313  0.621
H -1.4866 -2.9862 0.6963  0.069
H 1.0865 1.4034 1.1807  0.088
H 0.3865 1.6244 -0.2601  0.008

Atoms 1-3, force components in eV/Å:
2.4 1.7 -0.2
0.0 -0.6 0.5
1.7 -1.9 4.5

Calculated values
energy above the lowest of the compared OMol25 structures with the same formula, charge and spin = 0.753 eV
LUMO energy (spin up / spin down) = -1.00 / -0.46 eV
calculated total energy = -19445.3830 eV
orbital gap (spin up / spin down) = 8.04 / 8.28 eV
spin multiplicity = 1

***

Record 8
Formula: C4H10N2O
Source: the Open Molecules 2025 dataset
Level of theory: ωB97M-V/def2-TZVPD

Last column: Löwdin charge in e.
Atoms and positions in Å:
C 0.6428 0.3604 1.4293  -0.295
C -1.0748 -0.5252 -0.2702  -0.227
C 0.4895 1.5203 -1.0012  0.069
C 0.4672 -0.2278 -0.0037  -0.456
N -1.5317 -1.7075 0.3863  0.029
O 0.5359 1.6605 1.0687  -0.118
N 1.4568 -0.9162 -0.4792  0.142
H 1.4529 -0.9245 -1.5019  0.057
H -0.9864 -2.5287 0.1566  0.085
H -1.5982 -1.6133 1.3914  0.074
H -0.1566 0.0161 2.1068  0.103
H 1.6296 0.0626 1.8062  0.113
H -1.1882 -0.6326 -1.3498  0.112
H -1.6484 0.3322 0.0748  0.121
H 1.4956 1.9175 -1.0014  0.070
H -0.2994 2.2512 -0.8959  0.064
H 0.3133 0.9548 -1.9170  0.057

Atoms 1-3, force components in eV/Å:
0.0 -0.8 -0.3
0.5 0.6 -0.3
0.0 1.1 0.1

Calculated values
energy above the lowest of the compared OMol25 structures with the same formula, charge and spin = 6.627 eV
LUMO energy (spin up / spin down) = -1.32 / -1.32 eV
calculated total energy = -9332.3607 eV
orbital gap (spin up / spin down) = 8.06 / 8.06 eV
spin multiplicity = 1